Entry 1:
Here is C5H10N2 in the gas phase in a non-equilibrium geometry from the Open Molecules 2025 dataset. Energies are from the ωB97M-V functional and the def2-TZVPD basis.

Geometry as XYZ:
```
17
Properties=species:S:1:pos:R:3
C -1.37114 0.25200 0.09259
C -0.86635 -1.06788 0.00763
C 0.99327 -0.05097 1.09866
C 0.96897 0.84911 -0.06835
C 1.12688 -0.39319 -1.02470
H -2.01906 0.13256 -0.88588
H -2.18428 0.49307 0.89659
H -1.60402 -1.50870 0.75519
H -1.30046 -1.41371 -0.90502
H 1.86185 -0.28215 1.70619
H 0.28683 0.05217 1.90559
H 1.72954 1.66700 0.20310
H 2.14103 -0.72427 -1.24330
H 0.39576 -0.33059 -1.76009
H -0.35440 2.11356 -0.85081
N 0.59595 -1.11737 0.15293
N -0.40036 1.32937 -0.08033
```

Computed properties:
calculated total energy = -8322.772 eV
SMILES = C1CN2CC(C2)N1
relative energy (zero: lowest compared OMol25 entry of this formula, charge and spin) = 105.2 kcal/mol
strongest force on any atom = 7.948 eV/A

Charges per atom according to natural (NBO) partitioning, unit e:
1 C -0.249
2 C -0.271
3 C -0.254
4 C -0.069
5 C -0.253
6 H 0.194
7 H 0.194
8 H 0.209
9 H 0.199
10 H 0.201
11 H 0.193
12 H 0.198
13 H 0.207
14 H 0.188
15 H 0.384
16 N -0.409
17 N -0.660

=====

Entry 2:
Here is C5H10N2 in the gas phase from the Open Molecules 2025 dataset. Energies are from the ωB97M-V functional and the def2-TZVPD basis.

Geometry as XYZ:
```
17
Properties=species:S:1:pos:R:3
C -2.04936 -0.31074 0.01973
C -1.13778 -0.32084 -1.18614
N -0.31870 0.84407 -1.52503
C 0.33446 -0.36408 -1.01513
C 0.94362 -0.47285 0.35838
C 2.17923 0.26258 0.70767
N 0.90442 0.60789 1.33852
H -3.01235 0.15532 -0.21584
H -1.60273 0.22500 0.86455
H -2.24710 -1.33618 0.35259
H -1.55698 -0.80803 -2.06609
H -0.41522 1.55943 -0.80686
H 0.91721 -0.87786 -1.77995
H 0.80158 -1.45398 0.81300
H 2.91478 -0.18491 1.37212
H 2.58640 0.94283 -0.03867
H 0.53923 1.46190 0.92317
```

Computed properties:
calculated total energy = -8325.247 eV
SMILES = C[C@H]1N[C@H]1[C@H]1CN1
relative energy (zero: lowest compared OMol25 entry of this formula, charge and spin) = 48.1 kcal/mol
strongest force on any atom = 0.299 eV/A

Charges per atom according to natural (NBO) partitioning, unit e:
1 C -0.636
2 C -0.069
3 N -0.579
4 C -0.100
5 C -0.103
6 C -0.256
7 N -0.582
8 H 0.216
9 H 0.218
10 H 0.219
11 H 0.195
12 H 0.334
13 H 0.205
14 H 0.205
15 H 0.199
16 H 0.195
17 H 0.338

=====

Entry 3:
Here is 2 unconnected molecules or ions with the total composition C5H10N2O in a non-equilibrium geometry from the Open Molecules 2025 dataset. Energies are from the ωB97M-V functional and the def2-TZVPD basis.

Geometry as XYZ:
```
18
Properties=species:S:1:pos:R:3
C -0.90216 -0.41399 0.16187
C 2.58815 1.14769 -0.21142
C -0.64200 -1.26615 -1.04975
C -0.14822 -0.31620 1.22683
C -2.21738 0.21529 0.37366
O 1.70993 0.87367 -1.27817
N 0.46279 0.01135 2.22100
N -3.33262 -0.20475 -0.01946
H 0.82795 1.17008 -1.02906
H 0.41542 -0.49125 3.08549
H -3.30821 -1.05286 -0.59623
H -2.22661 1.10082 1.00962
H 2.34578 0.55564 0.67426
H 2.57592 2.20891 0.05661
H 3.58493 0.88543 -0.55720
H -1.27694 -0.93223 -1.87173
H -0.85598 -2.31234 -0.84248
H 0.39920 -1.17914 -1.35388
```

Computed properties:
calculated total energy = -10372.537 eV
SMILES = [H]/N=C\C(C)=C=N.CO
relative energy (zero: lowest compared OMol25 entry of this formula, charge and spin) = 63.8 kcal/mol
strongest force on any atom = 1.166 eV/A

Charges per atom according to natural (NBO) partitioning, unit e:
1 C -0.325
2 C -0.250
3 C -0.631
4 C 0.474
5 C 0.138
6 O -0.728
7 N -0.628
8 N -0.614
9 H 0.467
10 H 0.390
11 H 0.331
12 H 0.170
13 H 0.171
14 H 0.162
15 H 0.179
16 H 0.224
17 H 0.217
18 H 0.253

=====

| no. | gap between HOMO and LUMO (Eh) | LUMO energy (Ha) | E_HOMO (eV) |
| --- | --- | --- | --- |
| 1 | 0.334 | 0.036 | -8.107 |
| 2 | 0.386 | 0.044 | -9.305 |
| 3 | 0.350 | 0.023 | -8.920 |